Molecular formula: H2N5O2
Method: DFT, ωB97M-V/def2-TZVPD

```
9
Properties=species:S:1:pos:R:3:forces:R:3:mulliken_charge:R:1
N -1.3834 -1.1170 -0.9245 -1.673 0.209 -0.206 -0.14
N 0.3165 -1.1592 0.1146 1.216 -0.853 -0.098 -0.71
N 0.7565 0.0960 0.3167 -0.067 -0.291 3.643 0.42
N -1.6357 -0.1351 -1.4522 -0.369 -1.633 -0.380 0.47
N 0.8446 0.4814 1.5836 1.542 3.334 -2.591 -0.32
O -1.5103 0.9618 -1.9549 0.467 1.197 0.038 -0.61
O 1.4010 1.6855 1.6897 -1.069 -2.134 0.112 -0.63
H 0.1438 -1.4988 1.0874 -0.015 0.216 -1.011 0.29
H 1.0669 0.6854 -0.4603 -0.033 -0.045 0.492 0.23
```
Positions in Å, forces in eV/Å.

The spin multiplicity is 1. Its total charge is -1. The orbital gap (spin up / spin down) is 6.6946 / 6.7127 eV. The highest occupied orbital energy (spin up / spin down) is -2.09 / -2.11 eV.

=====

Molecular formula: C30H43IMgN6O2S3Si
Method: DFT, ωB97M-V/def2-TZVPD

```
87
Properties=species:S:1:pos:R:3:forces:R:3:mulliken_charge:R:1
Mg -1.0494 -0.0453 -0.6560 0.066 0.004 0.056 0.43
C -3.1003 -4.1868 -1.0542 0.011 -0.002 0.004 -1.25
C -3.3639 -3.4457 0.2206 -0.012 0.008 0.013 0.96
N -4.0057 -4.0534 1.1866 -0.010 0.000 0.001 -0.66
C -4.3262 -3.3610 2.3018 -0.001 -0.003 0.007 -1.01
C -4.0716 -2.0247 2.4616 0.001 -0.008 -0.011 1.19
C -4.5494 -1.3328 3.7102 0.008 0.003 0.000 -1.17
O -5.5886 -0.3884 3.4619 -0.007 -0.001 0.007 -0.54
C -3.3686 -1.3396 1.4364 -0.007 0.010 0.019 -0.08
C -3.1926 0.0928 1.5360 -0.006 0.016 0.006 -0.92
N -2.4755 0.8118 0.7478 -0.029 -0.029 -0.012 0.34
C -2.4058 2.1991 1.0162 0.004 -0.007 -0.023 -0.40
C -2.0895 2.6729 2.2857 -0.001 0.000 -0.002 0.30
C -1.9790 4.0334 2.5219 0.003 0.003 0.006 -0.90
C -2.1766 4.9380 1.4899 0.001 0.001 0.001 -0.69
C -2.4791 4.4785 0.2162 0.005 -0.005 -0.008 -0.40
C -2.5840 3.1180 -0.0147 -0.005 0.008 -0.001 -0.01
I -3.0176 2.4284 -1.9358 -0.004 0.017 -0.012 0.12
C -2.9278 -2.0732 0.3150 0.009 0.004 -0.061 0.40
O -2.1896 -1.5989 -0.6264 -0.045 -0.070 0.020 -0.96
H -3.3199 -5.2425 -0.9129 0.001 0.001 0.000 0.34
H -3.7370 -3.7913 -1.8495 -0.003 0.004 0.002 0.33
H -2.0757 -4.0477 -1.3954 0.004 -0.004 -0.005 0.19
H -4.8332 -3.9204 3.0806 0.003 -0.002 0.000 0.32
H -4.8786 -2.0887 4.4294 -0.003 0.001 0.001 0.41
H -3.7467 -0.7627 4.1819 0.001 0.001 0.001 0.31
H -6.2676 -0.8283 2.9392 -0.002 0.000 -0.001 0.37
H -3.7511 0.5884 2.3306 0.006 0.001 0.001 0.99
H -1.8924 1.9559 3.0730 0.002 0.000 0.002 0.42
H -1.7256 4.3854 3.5134 0.000 0.002 -0.001 0.37
H -2.0835 6.0014 1.6667 -0.002 0.000 0.003 0.42
H -2.6272 5.1763 -0.5966 0.001 0.001 0.003 0.40
C -0.4982 -3.5175 2.9260 0.003 0.000 -0.003 0.41
C -0.0714 -2.1795 3.5162 0.003 -0.016 -0.017 -1.24
S -0.0818 -0.7655 2.3747 0.012 0.009 0.016 0.55
C 1.6626 -0.4268 2.0666 0.015 -0.006 -0.007 -0.46
C 2.3802 -1.3563 1.0935 -0.014 0.000 0.000 -1.30
S 1.5315 -1.5412 -0.5046 0.013 -0.017 -0.024 0.51
C 1.3119 -3.3321 -0.6566 -0.003 0.010 -0.008 -1.11
C 0.2275 -3.9583 0.2085 -0.009 -0.002 0.001 0.77
S 0.7501 -4.3451 1.9082 -0.005 -0.005 -0.002 -0.23
H -1.4177 -3.4189 2.3467 0.002 -0.001 0.012 -0.69
H -0.7138 -4.2078 3.7440 0.003 0.004 0.005 0.52
H 0.9245 -2.2522 3.9556 -0.001 0.003 0.007 0.45
H -0.7617 -1.9158 4.3208 -0.008 0.006 -0.007 0.53
H 2.1978 -0.4086 3.0185 -0.002 -0.002 -0.001 0.75
H 1.6543 0.5874 1.6673 -0.006 0.017 -0.004 -0.36
H 2.4906 -2.3521 1.5159 0.001 0.002 0.004 0.42
H 3.3743 -0.9514 0.8956 0.000 0.004 0.003 0.54
H 2.2751 -3.8267 -0.5174 0.002 0.005 0.002 0.55
H 1.0337 -3.4563 -1.7062 -0.002 -0.006 0.001 0.36
H -0.0912 -4.8949 -0.2509 -0.001 -0.002 0.000 0.68
H -0.6338 -3.2965 0.2552 0.002 0.008 -0.004 -1.26
C 3.6782 0.8270 -3.3364 -0.011 -0.009 -0.009 -1.27
C 3.4845 -0.1467 -4.4956 -0.003 0.008 0.002 0.92
C 3.7054 -1.5885 -4.0502 0.005 -0.009 0.003 -1.37
C 2.1235 0.0358 -5.1711 0.003 0.008 0.013 -1.29
N 1.0098 -0.3134 -4.2973 0.003 -0.013 0.013 0.79
C 0.4384 0.3799 -3.3178 -0.012 0.040 -0.034 -0.68
N -0.4548 -0.3918 -2.7429 0.002 -0.012 0.050 0.08
N -0.4111 -1.5786 -3.3857 -0.001 -0.002 -0.026 -0.16
N 0.4632 -1.5424 -4.3159 -0.015 0.000 -0.008 -0.77
H 4.6932 0.7476 -2.9449 0.005 0.002 -0.002 0.48
H 2.9980 0.6113 -2.5076 0.005 0.000 -0.004 0.08
H 3.5212 1.8622 -3.6475 0.003 0.000 0.004 0.38
H 4.2132 0.0953 -5.2764 0.003 0.001 0.002 0.34
H 3.0333 -1.8481 -3.2296 -0.002 0.003 -0.001 0.09
H 4.7264 -1.7163 -3.6890 0.000 -0.001 0.000 0.46
H 3.5393 -2.2947 -4.8653 0.001 0.001 0.000 0.41
H 2.0285 -0.6064 -6.0449 0.007 -0.004 0.001 0.40
H 1.9819 1.0711 -5.4820 -0.004 -0.004 -0.002 0.45
H 0.6844 1.3846 -3.0149 -0.006 0.005 0.008 0.65
C 3.3924 3.2011 1.6154 0.001 0.012 0.007 -0.99
Si 2.4295 3.7201 0.0927 0.002 -0.008 0.038 -0.36
C 1.5008 5.3063 0.4410 -0.010 -0.008 -0.017 -0.82
C 3.6298 3.9914 -1.3207 0.006 -0.004 0.004 -0.91
C 1.2386 2.3991 -0.3166 -0.033 0.043 0.006 -0.36
C 0.3660 1.5477 -0.4481 0.059 -0.015 -0.020 0.79
H 4.1244 3.9608 1.9002 0.001 -0.001 -0.004 0.39
H 3.9299 2.2671 1.4351 0.000 -0.002 0.002 0.27
H 2.7218 3.0458 2.4635 -0.006 -0.007 -0.005 0.28
H 2.1820 6.1171 0.7099 0.002 0.002 -0.001 0.37
H 0.7936 5.1603 1.2597 0.006 -0.005 0.005 0.14
H 0.9275 5.6158 -0.4357 0.004 0.006 0.001 0.29
H 4.3023 4.8247 -1.1035 0.001 0.000 -0.001 0.37
H 3.0993 4.2202 -2.2473 -0.002 0.004 -0.009 0.30
H 4.2402 3.1018 -1.4894 -0.008 0.002 -0.008 0.20
```
Positions in Å, forces in eV/Å.

The spin multiplicity is 1. Its total charge is 0. The orbital gap is 7.8046 eV. The highest occupied orbital energy is -7.83 eV.

=====

Molecular formula: C26H76F6N2O16S2
Method: DFT, ωB97M-V/def2-TZVPD

```
128
Properties=species:S:1:pos:R:3:forces:R:3:mulliken_charge:R:1
N -0.5545 -0.4857 -1.0242 0.983 1.162 -0.336 2.14
H -0.1196 -0.3282 -0.0926 0.070 0.030 -0.002 -0.71
H 0.1793 -0.3408 -1.7487 -0.407 -0.420 0.346 0.04
H -1.2313 0.2968 -1.1531 -0.121 -0.745 0.375 0.20
H -0.9011 -1.4431 -1.0014 -0.373 0.119 -0.303 -0.24
C -1.2533 -4.1687 2.1676 1.263 -0.271 -0.320 0.40
F -0.5555 -4.6570 1.1151 0.328 -0.201 0.769 -0.11
F -2.1273 -5.1081 2.5325 0.648 0.649 0.219 -0.21
F -0.3754 -3.8504 3.1994 -1.340 -0.962 -1.364 -0.22
S -2.0182 -2.6217 1.6138 -0.751 0.005 2.034 1.26
O -2.9692 -2.4962 2.6958 -0.101 0.543 -1.215 -0.74
O -0.9278 -1.6968 1.5283 0.309 0.448 0.308 -0.80
N -2.4570 -2.8748 0.1548 -1.466 -0.607 -2.123 -0.49
S -3.8504 -3.1322 -0.6334 1.237 -0.622 -1.040 1.00
O -3.6520 -4.0498 -1.7644 0.196 1.383 1.833 -0.72
O -4.9887 -3.2692 0.2019 -0.535 -0.234 0.558 -0.59
C -4.1229 -1.4531 -1.4040 -0.277 -1.009 0.047 0.57
F -3.1760 -1.1593 -2.3151 -0.645 0.109 0.408 -0.22
F -5.3514 -1.4489 -2.0031 1.574 0.461 0.765 -0.25
F -4.0575 -0.5868 -0.3812 -0.362 0.244 -0.902 -0.09
C 0.0003 -6.2249 -1.9433 0.223 -1.478 -1.826 -1.11
C -0.1800 -4.9853 -2.8478 0.260 -1.294 1.358 -0.30
O -0.4636 -3.8804 -1.9862 0.678 0.411 -1.061 -0.22
H -0.7926 -6.2776 -1.2341 -0.783 -0.070 0.497 0.27
H 0.9191 -6.4050 -1.4018 0.503 0.953 0.147 0.28
H -0.0299 -7.1599 -2.5653 -0.376 0.723 0.310 0.38
H -0.9658 -5.2050 -3.5806 -0.163 0.404 0.309 0.39
H 0.7171 -4.8004 -3.4075 0.491 0.460 -0.135 0.18
H -1.3379 -4.0266 -1.6486 -0.977 0.006 0.462 -0.18
C 3.5384 -1.1773 -4.7928 0.742 0.111 -1.739 -1.26
C 2.6390 -1.9968 -3.9272 -0.783 0.180 0.111 0.27
O 3.2496 -2.0481 -2.6545 1.179 0.090 -0.565 -0.58
H 3.5147 -0.0934 -4.6549 0.066 -0.182 0.590 0.11
H 3.2401 -1.2756 -5.8548 0.147 -0.237 0.351 0.41
H 4.5922 -1.5341 -4.7168 -0.726 0.275 0.023 0.33
H 2.5089 -2.9866 -4.3590 0.322 -0.397 0.062 0.35
H 1.6159 -1.5810 -3.8925 0.493 0.006 0.168 0.02
H 2.6558 -2.2077 -1.9327 -1.361 -0.632 0.845 0.29
C 1.1958 4.3255 -2.8778 -0.158 1.396 -0.309 -0.85
C 2.6684 4.1566 -3.0258 0.711 -0.488 -0.051 0.17
O 3.2937 4.2197 -1.7681 0.867 0.181 0.821 -0.55
H 0.7416 4.1140 -3.8377 -0.607 -0.262 0.065 0.40
H 0.9841 5.4089 -2.6605 0.127 -0.968 -0.057 0.41
H 0.8395 3.7323 -2.0471 -0.487 -0.429 -0.085 -0.08
H 3.0455 4.9453 -3.6718 0.253 0.291 -0.013 0.32
H 3.0259 3.2129 -3.5000 -0.660 0.310 0.276 -0.04
H 2.6704 4.3317 -1.0381 -0.034 0.003 -0.513 0.31
C 2.8206 1.9786 1.2596 -1.209 -1.449 0.311 -1.25
C 1.4597 1.6162 0.6548 -0.281 -0.393 -0.244 0.08
O 0.8903 0.4871 1.2765 0.360 -1.613 -0.456 1.18
H 3.5212 1.1348 1.2615 -0.491 -0.213 0.125 -0.02
H 2.6323 2.3095 2.2804 0.386 0.352 -0.023 0.33
H 3.3023 2.6594 0.6340 0.737 1.755 -0.675 0.41
H 1.5306 1.3361 -0.4245 0.176 0.559 0.654 -0.31
H 0.6610 2.3510 0.8154 0.760 0.873 -0.576 0.35
H 0.4354 0.7239 2.0829 -0.365 0.207 0.805 -0.57
C -6.2880 1.1451 1.7202 -1.208 -0.011 0.507 -0.51
C -6.2432 0.0652 2.8258 1.096 0.924 0.425 -0.43
O -4.9337 -0.5457 2.9648 -1.260 0.635 -0.213 -0.35
H -5.6544 2.0071 1.9200 0.613 -0.324 0.122 -0.01
H -7.3001 1.6435 1.7227 0.657 -0.899 -0.357 0.40
H -6.0382 0.6916 0.7591 -0.213 0.292 -0.081 0.08
H -7.0541 -0.6648 2.7484 0.226 -0.085 -0.307 0.34
H -6.3781 0.5762 3.7804 -0.156 -0.064 0.066 0.30
H -4.8346 -1.1922 2.2641 0.208 -0.340 -0.064 0.16
C 3.0190 -1.2089 4.0437 -0.309 0.971 0.432 -1.09
C 2.2723 -0.5250 5.1692 -1.435 0.452 0.891 -0.16
O 2.0753 0.9070 4.9249 -0.409 -1.271 1.108 -0.64
H 2.3518 -1.2560 3.2086 -0.403 -0.424 -0.552 0.13
H 3.4438 -2.1755 4.3006 -0.079 0.018 0.014 0.50
H 3.7910 -0.5140 3.7192 0.544 -0.186 0.056 0.40
H 2.6942 -0.6552 6.1717 0.455 0.138 -0.296 0.30
H 1.2153 -0.8615 5.3066 0.784 -0.266 -0.411 0.21
H 2.7389 1.2185 4.3409 1.073 0.452 -0.856 0.28
C 3.3545 -1.9783 0.6624 0.161 0.640 -0.152 -0.96
C 1.9612 -2.5951 0.7145 1.674 -1.321 -2.809 0.59
O 1.4703 -2.4604 -0.6441 -0.737 0.074 -0.042 0.36
H 3.2159 -0.9194 0.3040 0.412 -0.989 0.255 -0.45
H 4.1692 -2.5051 0.0556 -1.503 0.530 0.651 0.34
H 3.6767 -1.9327 1.6936 0.537 0.134 0.155 0.58
H 1.3130 -2.1328 1.3933 -0.816 0.808 0.979 -0.55
H 2.0232 -3.6642 0.8884 -0.002 -0.221 0.497 0.55
H 0.7331 -3.0722 -0.8810 0.512 0.144 0.309 -0.16
C 6.1095 0.2737 -0.9761 0.925 -0.552 -0.162 -1.20
C 5.1383 0.8649 -1.9721 0.403 0.211 -1.143 -0.30
O 3.8168 0.4222 -1.8816 -1.007 0.778 0.336 -0.29
H 6.4712 -0.7783 -1.2303 -0.701 1.316 0.239 0.29
H 5.7563 0.2889 0.0541 -0.156 -0.005 -0.004 0.16
H 6.9797 0.9406 -1.0376 0.115 -0.327 0.219 0.45
H 5.5706 0.6592 -2.9819 -0.364 0.039 0.343 0.30
H 5.0662 1.9684 -1.9237 0.217 -0.481 0.368 0.34
H 3.6964 -0.5302 -1.9870 0.474 -0.573 -0.391 0.16
C -3.3342 2.3265 -2.3832 0.977 1.230 -0.964 -1.29
C -3.1871 2.4620 -0.8960 0.117 0.322 -0.774 -0.02
O -1.9700 1.8823 -0.4322 -0.837 -0.532 -0.800 0.02
H -2.4157 2.7960 -2.8528 -1.158 -0.344 0.329 0.09
H -4.2447 2.8163 -2.7574 0.345 0.244 0.274 0.43
H -3.4053 1.3505 -2.7827 0.087 -1.399 -0.054 0.26
H -4.0976 2.1627 -0.3935 0.009 -0.610 0.513 -0.04
H -3.0899 3.5161 -0.7627 -0.103 1.013 0.494 0.60
H -1.7849 2.3611 0.3755 0.516 0.157 1.039 0.04
C -2.0070 0.8052 5.5614 1.272 -1.173 -0.195 -1.38
C -1.4135 0.4107 4.2020 -1.144 2.329 -0.740 0.47
O -0.2879 1.2467 3.8483 -0.292 -0.671 -0.191 -0.46
H -2.4521 1.7900 5.5557 -0.049 0.207 -0.018 0.28
H -1.2123 0.7420 6.3584 -0.845 0.078 -0.653 0.25
H -2.7561 0.0376 5.7260 -0.335 0.105 0.515 0.46
H -2.1447 0.6018 3.3928 0.000 0.218 0.456 -0.12
H -1.2937 -0.6314 4.0494 0.985 -1.163 0.411 0.16
H 0.4811 1.0402 4.4194 -0.019 0.323 -0.239 0.21
C -0.4485 1.3375 -4.8769 0.694 -0.905 -2.760 -1.16
C 1.0284 1.2704 -4.5944 0.532 -0.348 -0.777 0.02
O 1.3124 0.5977 -3.3997 -1.638 -0.341 0.957 0.56
H -0.7672 0.3221 -5.1341 -0.423 -0.006 0.709 0.44
H -0.6431 1.8395 -5.8639 0.465 -0.013 0.887 0.44
H -1.0321 1.8234 -4.1584 -0.797 0.425 1.269 -0.18
H 1.4810 2.2284 -4.5901 0.265 1.208 0.174 0.19
H 1.5399 0.7600 -5.4175 -0.214 -0.212 -0.195 0.31
H 2.2179 0.6635 -3.1086 0.966 0.331 0.158 -0.52
C -2.1647 4.4904 3.9183 -1.396 0.093 1.059 -1.37
C -2.6803 3.7037 2.7348 2.070 0.583 -0.078 0.04
O -1.5282 3.2645 2.0090 0.402 -0.611 -1.059 -0.59
H -1.5834 3.9554 4.7098 -0.495 0.147 -0.949 0.25
H -3.0977 4.8502 4.3392 -0.206 0.097 0.922 0.44
H -1.6889 5.4101 3.6540 0.789 0.335 -0.511 0.35
H -3.2018 4.4080 2.0303 -0.014 -1.072 0.787 0.40
H -3.2060 2.8231 3.0937 -0.745 0.116 -0.309 0.01
H -0.9511 2.7276 2.5835 -0.361 0.102 0.161 0.13
```
Positions in Å, forces in eV/Å.

The spin multiplicity is 1. Its total charge is 0. The orbital gap is 10.4354 eV. The highest occupied orbital energy is -9.89 eV.

=====

Relative energy (zero: lowest compared OMol25 entry of this formula, charge and spin)? In order: 1.922; 0.000; 0.000 eV.